# 1
A molecular structure, C28H46NOP2Sc, computed with ωB97M-V/def2-TZVPD.

Its spin multiplicity is 2. For the electronic energy, the calculation gives -72583.899 eV. For the energy above the lowest of the compared OMol25 structures with the same formula, charge and spin, the calculation gives 320.0 kJ/mol. As for the total charge: +1.

Cartesian coordinates (Å):
Sc1 1.57691 -0.58657 0.45436
C1 -1.35140 -0.91744 1.39780
C2 -0.99326 -2.02442 0.59082
C3 0.72979 -1.69694 2.09723
C4 -0.25003 -0.64409 2.25139
C5 0.31573 -2.45592 0.93208
C6 -2.60313 -0.11336 1.28528
H1 -3.00914 -0.12802 0.26790
H2 -2.42459 0.93741 1.53770
H3 -3.42677 -0.44473 1.92963
C7 -0.13612 0.48403 3.20812
H4 -0.92567 1.23079 3.07271
H5 0.79114 1.05021 3.07948
H6 -0.14648 0.13670 4.24791
C8 2.11958 -1.64322 2.67753
H7 2.00950 -1.77394 3.76609
H8 2.66868 -0.67555 2.53345
H9 2.79516 -2.43619 2.32528
C9 1.16213 -3.44935 0.22716
H10 1.15908 -4.38892 0.79727
H11 2.21770 -3.15755 0.10988
H12 0.83059 -3.67325 -0.78690
C10 -1.83821 -2.66315 -0.47017
H13 -2.01785 -3.73497 -0.25350
H14 -1.34571 -2.62160 -1.46382
H15 -2.84040 -2.20568 -0.56422
C11 -1.02783 2.34479 -2.25448
C12 -2.11547 1.56387 -2.14364
C13 -2.44458 0.20112 -2.66195
C14 -1.65675 -0.20497 -3.92052
C15 -0.27098 -0.67543 -3.76995
C16 0.98042 -0.01384 -3.80071
C17 1.28790 1.30081 -2.99973
C18 0.14312 2.29295 -3.16840
H16 -3.48275 0.27241 -3.02193
H17 -1.70693 0.64658 -4.63229
H18 -2.45508 -0.62276 -1.92212
H19 -0.28355 2.10434 -4.22790
H20 -0.99524 3.20962 -1.57061
H21 -2.94624 2.02222 -1.60579
H22 0.57633 3.31619 -3.14468
H23 1.47165 1.08519 -1.91703
H24 1.75900 -0.78702 -3.60219
H25 2.20946 1.82223 -3.38372
H26 -2.21351 -1.03153 -4.43731
H27 -0.18621 -1.76894 -3.57611
P1 -0.33760 1.79664 -5.99301
C19 -0.62249 3.56262 -6.29609
C20 -1.54707 0.90847 -7.03907
P2 2.00359 -0.29172 -5.74888
C21 1.37427 1.35193 -6.39335
C22 1.17729 -1.41172 -6.93861
C23 3.69089 -0.21977 -6.49213
H28 0.21911 4.15620 -5.91301
H29 -1.54079 3.86269 -5.77099
H30 -0.75234 3.75276 -7.37094
H31 -1.50474 1.30809 -8.06311
H32 -2.55621 1.08975 -6.64014
H33 -1.34886 -0.16656 -7.05165
H34 3.62756 0.03576 -7.56914
H35 4.18630 -1.19357 -6.38588
H36 4.29073 0.55236 -5.98721
H37 2.05272 2.13046 -6.00566
H38 1.45828 1.33292 -7.49733
H39 1.72717 -2.36095 -6.97176
H40 1.18688 -0.97059 -7.95136
H41 0.15359 -1.60683 -6.64019
O1 1.63254 1.31506 0.58086
N1 2.27132 2.39524 1.15025
C24 1.49306 3.47784 1.39340
C25 1.95626 4.38596 2.34601
C26 3.20032 4.21589 2.93837
C27 3.98215 3.12494 2.57373
C28 3.50324 2.21257 1.64545
H42 0.54019 3.50916 0.88641
H43 1.33557 5.24396 2.60310
H44 3.59725 4.95743 3.64483
H45 4.96936 2.97842 2.97027
H46 4.03593 1.32706 1.27491

Atom charges from the Mulliken analysis, given in e for atoms 1 to 4:
1 Sc 0.446
2 C 0.494
3 C 1.068
4 C 0.304


# 2
A molecular structure, C28H47AlNO2P2, computed with ωB97M-V/def2-TZVPD.

For the electronic energy, the calculation gives -60555.304 eV. For the energy above the lowest of the compared OMol25 structures with the same formula, charge and spin, the calculation gives 0.0 kJ/mol. As for the total charge: +1.

Cartesian coordinates (Å):
Al1 0.95485 0.13084 -0.29239
C1 -0.77762 0.20277 1.89634
C2 -1.82662 -0.35182 1.13873
C3 0.05022 -1.63255 0.66876
C4 0.44224 -0.53265 1.60899
C5 -1.35722 -1.48027 0.42918
C6 -0.90232 1.16790 3.00825
H1 -1.71218 1.88345 2.83863
H2 0.02826 1.72918 3.17229
H3 -1.13044 0.63500 3.94531
C7 1.46482 -0.74534 2.67231
H4 1.74956 0.21534 3.12256
H5 2.35442 -1.24973 2.27000
H6 1.04192 -1.38534 3.47132
C8 0.66500 -2.98835 0.72074
H7 0.22819 -3.54049 1.57999
H8 1.75342 -2.94619 0.86749
H9 0.44243 -3.55576 -0.19525
C9 -2.20627 -2.50391 -0.21834
H10 -2.54822 -3.25141 0.51526
H11 -1.66524 -3.04699 -1.00437
H12 -3.10384 -2.05904 -0.65840
C10 -3.25239 0.05728 1.20531
H13 -3.82623 -0.56804 1.90861
H14 -3.72824 -0.03976 0.21907
H15 -3.34564 1.10015 1.53226
C11 -0.32885 6.62480 -2.82591
C12 -1.40890 6.75842 -2.04978
C13 -2.80854 7.03464 -2.51984
C14 -3.21716 6.45683 -3.90272
C15 -2.86683 5.01268 -4.10889
C16 -1.72013 4.51780 -4.57371
C17 -0.51283 5.29477 -5.00730
C18 -0.29162 6.67149 -4.32538
H16 -3.00371 8.12279 -2.54367
H17 -2.84594 7.10853 -4.70443
H18 -3.50577 6.62431 -1.77174
H19 -0.97701 7.41370 -4.75497
H20 0.65668 6.52593 -2.35479
H21 -1.28865 6.77617 -0.96098
H22 0.72291 6.99225 -4.61352
H23 0.38055 4.67700 -4.81479
H24 -1.64655 3.43786 -4.75264
H25 -0.53745 5.45750 -6.10031
H26 -4.31688 6.52343 -3.94059
H27 -3.68859 4.32119 -3.88304
P1 0.14752 2.44555 -0.57608
P2 -0.09516 0.00538 -2.42521
C19 0.05586 2.80714 -2.39201
C20 0.20414 1.59283 -3.31487
H28 0.84197 3.54436 -2.59835
H29 -0.90191 3.30916 -2.58177
H30 -0.53238 1.63398 -4.13741
H31 1.21096 1.56721 -3.76208
C21 0.62916 -1.41125 -3.27958
H32 0.08297 -2.31368 -2.96528
H33 1.68809 -1.55160 -3.02893
H34 0.51256 -1.27156 -4.36146
C22 -1.86747 -0.24879 -2.71831
H35 -2.05365 -0.01208 -3.77664
H36 -2.48453 0.40219 -2.08771
H37 -2.13737 -1.29462 -2.53031
C23 1.36748 3.58448 0.13961
H38 1.39480 3.41685 1.22849
H39 1.07301 4.62565 -0.05963
H40 2.35953 3.37278 -0.27986
C24 -1.40192 3.17541 0.05635
H41 -2.26884 2.55367 -0.20355
H42 -1.53337 4.17763 -0.38574
H43 -1.34962 3.27164 1.15023
O1 2.95162 1.61756 -2.00208
C25 3.41354 0.53893 -1.63975
C26 4.72114 -0.07720 -2.06999
C27 5.04061 -1.05445 -0.97499
C28 3.75548 -1.18894 -0.17501
O2 3.60585 -1.93035 0.78133
N1 2.81453 -0.29270 -0.70006
H44 4.59674 -0.60783 -3.02577
H45 5.50097 0.67793 -2.19866
H46 5.34203 -2.03502 -1.35987
H47 5.86248 -0.66921 -0.36015

Atom charges from the Mulliken analysis, given in e for atoms 1 to 4:
1 Al -1.182
2 C -0.025
3 C 1.213
4 C 0.962


# 3
8 unconnected molecules or ions with the total composition C28H47Br15I2N2O4P, computed with ωB97M-V/def2-TZVPD.

For the electronic energy, the calculation gives -1117086.215 eV. As for the total charge: +1.

Cartesian coordinates (Å):
C1 4.66819 5.46502 5.20333
C2 3.89284 5.06592 6.44842
O1 2.53320 5.54266 6.40597
C3 1.65448 4.91933 5.61425
O2 0.92412 5.51876 4.87845
C4 1.49040 3.43278 5.84723
C5 1.44444 3.05520 7.18971
C6 1.24259 1.75038 7.56322
P1 1.19656 1.18009 9.31543
C7 0.34587 2.51012 10.22524
C8 2.97509 1.24627 9.76274
C9 3.73911 0.15539 9.01367
N1 1.06044 0.85702 6.55959
O3 0.88649 -0.44946 6.90153
N2 -0.53677 -0.72261 7.52405
O4 -1.34921 -0.14727 6.99380
C10 1.08229 1.17382 5.24154
Br1 0.81006 -0.22510 4.07086
C11 1.32767 2.48636 4.83048
C12 1.39573 2.92859 3.38535
I1 -0.51617 2.71384 2.44914
C13 2.58711 2.44430 2.50921
C14 2.41383 1.24972 1.56888
I2 4.27946 1.94906 3.77376
H1 5.06215 6.47156 5.31296
H2 5.52110 4.79543 5.09993
H3 4.06347 5.40651 4.30057
H4 3.96451 4.00065 6.67563
H5 4.33490 5.58705 7.29446
H6 1.56292 3.81167 7.95119
H7 -0.72400 2.36411 10.09740
H8 0.55878 2.32341 11.27798
H9 0.63619 3.53091 9.98326
H10 3.37250 2.21974 9.46685
H11 3.02716 1.11489 10.84128
H12 3.87198 0.41193 7.96225
H13 4.73962 0.05484 9.43197
H14 3.25489 -0.81602 9.09141
H15 1.50286 4.00088 3.46064
H16 2.88640 3.30430 1.91932
H17 3.15970 1.35036 0.77868
H18 2.64472 0.30500 2.04817
H19 1.44095 1.22534 1.08468
Br2 -0.40440 6.25908 0.68265
C15 -2.26136 6.67576 0.29447
C16 -3.16897 5.71356 1.01599
Br3 -3.14073 3.94052 0.21792
H20 -2.36546 6.64070 -0.78460
H21 -2.43554 7.69028 0.64463
H22 -4.20147 6.05280 0.97406
H23 -2.87315 5.57489 2.05096
Br4 -1.75744 0.57497 -0.57256
C17 -1.23932 1.16114 -2.35434
C18 -2.38606 1.07316 -3.32431
Br5 -2.73335 -0.76185 -3.85580
H24 -0.39640 0.54638 -2.65180
H25 -0.91661 2.19401 -2.23878
H26 -2.14616 1.60423 -4.24273
H27 -3.31191 1.46071 -2.91207
Br6 -2.43760 -1.06033 -7.98666
C19 -3.26209 -2.76877 -7.56397
C20 -2.32625 -3.66744 -6.80370
Br7 -0.96456 -4.44417 -7.95870
H28 -3.58935 -3.19882 -8.50465
H29 -4.12942 -2.52963 -6.95249
H30 -2.86667 -4.51192 -6.38379
H31 -1.79908 -3.14242 -6.01323
Br8 0.74269 -8.64636 -6.81133
C21 1.15461 -7.88122 -8.54987
C22 -0.04073 -7.90366 -9.46391
Br9 -0.39476 -9.68484 -10.15922
H32 1.99770 -8.43805 -8.94466
H33 1.45386 -6.85402 -8.35269
H34 0.13687 -7.27825 -10.33573
H35 -0.94565 -7.57774 -8.96160
Br10 -5.07806 2.68753 -8.60806
C23 -3.32645 2.71510 -9.44977
C24 -3.41564 2.64627 -10.95137
Br11 -3.84299 0.85403 -11.56418
H36 -2.76958 1.88203 -9.03295
H37 -2.87038 3.65310 -9.14134
H38 -2.45175 2.88457 -11.39511
H39 -4.17527 3.30688 -11.35556
Br12 -0.12456 -2.41396 1.34600
C25 1.36608 -3.40655 0.58649
C26 2.27202 -3.95549 1.65513
Br13 3.38882 -2.56675 2.44223
H40 1.87845 -2.72909 -0.08828
H41 0.91607 -4.21613 0.01695
H42 2.96328 -4.68014 1.23194
H43 1.72196 -4.41036 2.47184
Br14 -5.53483 -7.21179 -5.83219
C27 -3.98107 -8.02696 -6.67196
C28 -2.92377 -8.39840 -5.66784
Br15 -1.96256 -6.83309 -5.03578
H44 -3.61744 -7.31514 -7.40657
H45 -4.35186 -8.91505 -7.17808
H46 -2.17213 -9.03387 -6.13275
H47 -3.32816 -8.89221 -4.79073

Atom charges from the Mulliken analysis, given in e for atoms 1 to 4:
1 C -1.092
2 C 0.109
3 O -0.385
4 C -0.401


# 4
A molecular structure, C28H47BrN2OOsP2, computed with ωB97M-V/def2-TZVPD.

Its spin multiplicity is 5. For the electronic energy, the calculation gives -125865.326 eV. For the energy above the lowest of the compared OMol25 structures with the same formula, charge and spin, the calculation gives 0.0 kJ/mol. As for the total charge: +4.

Cartesian coordinates (Å):
N1 -5.22524 -1.53930 3.68754
C1 -4.23306 -0.82191 4.24015
C2 -3.70477 0.30432 3.60166
C3 -4.21672 0.64806 2.32239
C4 -5.40338 0.01321 1.86955
C5 -5.85329 -1.08949 2.59729
C6 -3.39044 1.44857 1.43289
Os1 0.39969 0.47576 -1.89324
P1 2.89230 0.67571 -2.39309
C7 -3.89457 1.86119 0.22811
C8 -2.85363 2.01191 -0.78829
C9 -3.16107 1.55185 -2.09264
C10 -2.13630 1.44270 -3.01689
C11 -0.86196 1.67876 -2.55394
C12 -0.42856 2.17617 -1.25988
C13 -1.53677 2.28731 -0.34291
Br1 0.96813 2.29810 -4.05277
H1 -2.42851 1.75514 1.88539
H2 -4.95855 1.81486 -0.03964
H3 -2.87428 0.86390 4.04036
H4 -5.93632 0.28645 0.96134
H5 -3.78624 -1.18076 5.17899
H6 -6.72105 -1.67587 2.25599
H7 -4.19025 1.25867 -2.31766
H8 -1.26925 2.41350 0.71659
H9 -2.24927 1.05104 -4.03885
H10 0.44138 2.78916 -1.01260
P2 0.00405 -1.62417 -1.26708
C14 3.50402 2.23378 -1.63263
C15 4.30645 3.28961 -2.39190
H11 4.08273 1.91191 -0.75112
H12 2.59229 2.72752 -1.25862
H13 4.45220 4.16863 -1.74519
H14 5.31355 2.95341 -2.66938
H15 3.78288 3.65134 -3.28366
C16 3.43750 0.34129 -4.13173
C17 4.69762 1.03841 -4.62200
H16 2.59271 0.68518 -4.76462
H17 3.50510 -0.75918 -4.25912
H18 4.69407 1.08735 -5.72068
H19 4.76510 2.07465 -4.28024
H20 5.61685 0.51917 -4.32208
C18 3.66276 -0.68055 -1.41717
C19 5.17682 -0.54333 -1.35519
H21 3.35206 -1.63022 -1.87066
H22 3.22671 -0.63214 -0.40309
H23 5.60545 -1.44678 -0.90544
H24 5.64323 -0.41607 -2.34413
H25 5.44341 0.30182 -0.70918
C20 0.76343 -2.73611 -0.06517
C21 2.08211 -3.37813 -0.48772
H26 -0.00434 -3.52184 0.13281
H27 0.91060 -2.12162 0.85643
H28 2.19951 -4.31582 0.06368
H29 2.15215 -3.60441 -1.56432
H30 2.93369 -2.75634 -0.20068
C22 -0.03179 -2.42557 -2.91786
C23 -0.60660 -1.41869 -3.92617
H31 -0.61269 -3.37192 -2.83680
H32 1.02658 -2.66236 -3.16153
H33 -0.30255 -1.68337 -4.94716
H34 -1.70908 -1.31461 -3.87177
H35 -0.16170 -0.38846 -3.78587
C24 -1.71961 -1.34022 -0.70061
C25 -2.01412 -1.68174 0.75432
H36 -2.36965 -1.88812 -1.39085
H37 -1.93345 -0.26050 -0.84858
H38 -3.09663 -1.64344 0.91739
H39 -1.66885 -2.68269 1.02922
H40 -1.54234 -0.94479 1.41942
C26 0.93626 1.21576 4.25991
N2 1.57535 0.34649 3.28570
C27 2.84161 -0.31185 3.55957
C28 1.01390 0.24251 2.07777
O1 -0.16329 0.58523 1.84892
H41 1.62974 1.32660 5.09804
H42 -0.01972 0.79421 4.61961
H43 0.74392 2.20670 3.80851
H44 2.74282 -1.41018 3.59699
H45 3.58715 -0.06426 2.78698
H46 3.22026 0.01768 4.53079
H47 1.69550 -0.15203 1.29005

Atom charges from the Mulliken analysis, given in e for atoms 1 to 4:
1 N 0.101
2 C -0.491
3 C -0.216
4 C 0.573


# 5
A molecular structure, C28H47InNO2P2, computed with ωB97M-V/def2-TZVPD.

For the electronic energy, the calculation gives -59121.741 eV. For the energy above the lowest of the compared OMol25 structures with the same formula, charge and spin, the calculation gives 0.0 kJ/mol. As for the total charge: +1.

Cartesian coordinates (Å):
In1 -1.76982 0.66711 -1.59133
C1 3.54574 0.55857 1.42240
C2 2.84055 0.23308 2.61569
C3 3.65091 -1.71633 1.69946
C4 4.05161 -0.64364 0.85618
C5 2.91028 -1.17266 2.78978
C6 3.80567 1.91088 0.88942
H1 3.01822 2.59959 1.20785
H2 3.83505 1.88094 -0.20708
H3 4.77022 2.30991 1.24212
C7 4.90009 -0.77336 -0.34256
H4 4.90252 0.15699 -0.91299
H5 4.53008 -1.58655 -0.98515
H6 5.93636 -1.00821 -0.06445
C8 3.99106 -3.13358 1.51345
H7 5.04822 -3.31583 1.75263
H8 3.82312 -3.40694 0.46144
H9 3.37574 -3.76473 2.16295
C9 2.38596 -1.93685 3.94457
H10 3.18757 -2.18895 4.65726
H11 1.94513 -2.88171 3.60310
H12 1.62139 -1.36847 4.48921
C10 2.22942 1.20321 3.55360
H13 2.93606 1.46128 4.35557
H14 1.33671 0.77914 4.02414
H15 1.94703 2.13086 3.04372
C11 -2.99901 2.35357 -2.14168
C12 -2.24981 3.46144 -1.49892
C13 -2.86138 4.20444 -0.24910
C14 -3.54148 3.29992 0.80255
C15 -3.13396 1.87312 0.63946
C16 -4.04308 0.94368 0.19567
C17 -5.00157 1.13133 -0.96009
C18 -4.49669 2.23010 -1.93750
H16 -3.60719 4.94098 -0.62626
H17 -4.62613 3.45563 0.65146
H18 -2.04269 4.78379 0.23270
H19 -4.92684 3.19054 -1.64013
H20 -2.78829 2.28517 -3.20160
H21 -2.19176 4.27253 -2.23677
H22 -4.87124 2.00620 -2.94534
H23 -5.05825 0.16721 -1.49910
H24 -4.17685 0.06316 0.84654
H25 -6.03819 1.35544 -0.65038
H26 -3.27340 3.70077 1.79555
H27 -2.22262 1.59947 1.19066
P1 -0.47351 2.98247 -1.18713
P2 -0.89205 -2.07883 0.72357
C19 -2.85569 -1.23331 -1.18672
C20 -2.62099 -2.11502 -0.00861
H28 -3.39162 -1.77470 -2.00245
H29 -3.63031 -0.56880 -0.69910
H30 -3.24788 -1.70654 0.79016
H31 -2.95304 -3.12323 -0.25781
C21 -0.82847 -3.89883 0.97082
H32 -0.27204 -4.08986 1.90137
H33 -0.25898 -4.25384 0.09498
H34 -1.83325 -4.34990 0.97390
C22 -1.23980 -1.33112 2.38933
H35 -2.29173 -1.44494 2.70320
H36 -0.98816 -0.25320 2.33864
H37 -0.55870 -1.81438 3.10857
C23 0.36039 3.36344 -2.76230
H38 1.42654 3.56176 -2.51933
H39 -0.06283 4.27127 -3.23428
H40 0.25359 2.48134 -3.44094
C24 0.00003 2.95653 0.57944
H41 0.10783 1.87107 0.81408
H42 -0.77441 3.34322 1.26909
H43 0.95771 3.50302 0.69594
O1 -0.36005 -0.98415 -3.19741
C25 0.52606 -1.84548 -2.98620
C26 0.74502 -3.09949 -3.88557
C27 2.01459 -3.74046 -3.36703
C28 2.35997 -2.88075 -2.16181
O2 3.36860 -3.14860 -1.49209
N1 1.45953 -1.86643 -1.99629
H44 -0.12884 -3.76209 -3.77423
H45 0.81049 -2.81216 -4.94422
H46 1.84470 -4.78872 -3.08677
H47 2.82281 -3.68149 -4.11152

Atom charges from the Mulliken analysis, given in e for atoms 1 to 4:
1 In 0.649
2 C 0.537
3 C 0.570
4 C 0.790